Density functional theory data (ωB97M-V/def2-TZVPD) for the molecule C9H11NO3.

Atoms and positions in Å:
N (-1.67, 0.65, 1.57)
C (-2.00, 0.62, 0.23)
C (-0.92, 1.24, -0.64)
C (0.48, 0.61, -0.58)
C (1.68, 1.32, -0.42)
C (2.85, 0.68, -0.14)
C (2.78, -0.65, 0.09)
O (3.92, -1.33, 0.41)
C (1.62, -1.52, -0.12)
C (0.48, -0.83, -0.52)
C (-2.62, -0.60, -0.32)
O (-2.52, -1.09, -1.44)
O (-3.47, -1.20, 0.60)
H (-0.97, -0.01, 1.85)
H (-2.47, 0.41, 2.22)
H (-2.86, 1.28, 0.07)
H (-0.66, 2.26, -0.30)
H (-1.28, 1.19, -1.68)
H (1.70, 2.39, -0.66)
H (3.82, 1.22, -0.23)
H (4.57, -0.77, 0.84)
H (1.75, -2.59, -0.01)
H (-0.37, -1.36, -0.81)
H (-3.83, -1.91, 0.00)

Calculated values
- relative energy (zero: lowest compared OMol25 entry of this formula, charge and spin) (kcal/mol) = 30.3
- HOMO-LUMO gap (eV) = 8.93
- SMILES string = N[C@@H](Cc1ccc(O)cc1)C(=O)O
- maximum force (eV/A) = 4.4
- LUMO (Ha) = 0.0256

natural (NBO) charges, unit e, in atom order: -0.814 -0.173 -0.413 -0.051 -0.176 -0.318 0.312 -0.685 -0.256 -0.198 0.779 -0.609 -0.694 0.370 0.375 0.230 0.228 0.231 0.211 0.220 0.478 0.232 0.219 0.499